Record 1
The following is a DFT calculation (wB97M-V/def2-TZVPD) of C28H36N4O2OsP2 as an isolated structure in a non-equilibrium geometry.

The value obtained for the LUMO energy (alpha / beta) is -6.8 / -9.1 eV. As for the net charge: +2. As for the HOMO-LUMO gap (alpha / beta): 6.6131 / 4.3370 eV. The spin multiplicity is 5.

XYZ file:
```
73
C28H36N4O2OsP2, DFT wB97M-V/def2-TZVPD
Os 0.003 0.899 0.932
C -1.533 1.241 -2.673
C -1.223 -0.055 -2.641
C -0.112 -0.657 -3.445
C 1.206 0.167 -3.392
C 1.467 0.948 -2.144
C 0.970 2.136 -1.707
C 0.118 3.078 -2.511
C -0.872 2.357 -3.416
C 1.215 1.140 2.673
H -2.484 1.577 -2.245
H -1.984 -0.760 -2.280
H -0.379 -0.724 -4.516
H 0.069 -1.701 -3.159
H 2.047 -0.547 -3.516
H 1.243 0.810 -4.287
H 2.381 0.594 -1.672
H 1.503 2.700 -0.939
H 0.747 3.737 -3.128
H -0.406 3.740 -1.813
H -1.653 3.086 -3.686
H -0.387 2.030 -4.349
H 0.735 2.016 3.148
H 2.289 1.381 2.612
H 1.089 0.300 3.374
P 1.496 -0.758 0.625
P -1.691 -0.580 0.342
N 3.169 0.250 0.258
N 2.404 -1.878 1.726
N -3.139 0.647 -0.174
N -2.793 -1.451 1.526
C 0.716 -1.952 -0.507
C -0.834 -2.099 -0.364
C 3.045 1.627 0.379
C 4.195 2.261 -0.067
C 5.090 1.233 -0.471
C 4.424 0.013 -0.303
C 3.330 -1.365 2.638
C 4.162 -2.382 3.066
C 3.763 -3.574 2.387
C 2.698 -3.241 1.566
C -2.812 1.995 -0.228
C -3.934 2.770 -0.537
C -4.990 1.855 -0.794
C -4.469 0.562 -0.593
C -4.169 -1.683 1.604
C -4.413 -2.709 2.522
C -3.144 -3.136 3.017
C -2.178 -2.354 2.405
H 1.173 -2.938 -0.379
H 0.971 -1.614 -1.518
H -1.290 -2.321 -1.343
H -1.070 -2.953 0.295
H 2.124 2.073 0.772
H 4.323 3.339 -0.086
H 6.105 1.380 -0.833
H 4.758 -0.995 -0.515
H 3.311 -0.319 2.899
H 4.963 -2.261 3.784
H 4.203 -4.556 2.494
H 2.124 -3.868 0.901
H -1.801 2.382 -0.106
H -3.914 3.853 -0.547
H -5.998 2.129 -1.054
H -4.984 -0.384 -0.716
H -4.894 -1.098 1.066
H -5.394 -3.089 2.790
H -2.946 -3.931 3.731
H -1.102 -2.375 2.490
O -2.631 0.793 3.478
C -1.726 0.977 2.695
O -1.395 2.037 1.970
H -0.886 0.192 2.489
```

Record 2
The following is a DFT calculation (wB97M-V/def2-TZVPD) of C28H37BBrClMoN8OSe4 as an isolated structure.

The value obtained for the LUMO energy (alpha / beta) is -0.4 / -1.1 eV. As for the net charge: 0. As for the HOMO-LUMO gap (alpha / beta): 6.3211 / 5.7185 eV. The spin multiplicity is 3.

XYZ file:
```
82
C28H37BBrClMoN8OSe4, DFT wB97M-V/def2-TZVPD
Mo 1.071 -0.999 0.557
C 2.387 -4.469 -2.134
C 2.009 -3.166 -2.754
C 2.236 -2.746 -4.076
C 1.669 -1.492 -4.156
C 1.614 -0.539 -5.302
N 1.139 -1.208 -2.947
N 1.356 -2.232 -2.078
B 0.365 0.041 -2.512
N 1.351 0.948 -1.715
N 2.203 0.304 -0.865
C 3.269 1.082 -0.702
C 4.439 0.668 0.123
C 3.113 2.254 -1.449
C 1.894 2.123 -2.088
C 1.211 3.064 -3.021
N -0.866 -0.416 -1.681
N -0.691 -1.286 -0.634
C -1.761 -2.077 -0.578
C -1.889 -3.267 0.310
C -2.677 -1.682 -1.557
C -2.075 -0.648 -2.236
C -2.596 0.129 -3.397
H 1.655 -4.774 -1.388
H 2.448 -5.242 -2.900
H 3.354 -4.411 -1.632
H 2.734 -3.286 -4.861
H 2.172 -0.946 -6.143
H 2.054 0.424 -5.039
H 0.591 -0.356 -5.629
H -0.030 0.648 -3.460
H 4.198 -0.169 0.776
H 4.805 1.494 0.732
H 5.254 0.348 -0.528
H 3.803 3.075 -1.528
H 1.862 3.910 -3.232
H 0.286 3.442 -2.585
H 0.955 2.579 -3.962
H -1.047 -3.386 0.987
H -1.924 -4.157 -0.321
H -2.811 -3.233 0.891
H -3.642 -2.115 -1.754
H -3.661 -0.066 -3.512
H -2.094 -0.152 -4.322
H -2.449 1.199 -3.253
Se -0.168 -1.656 2.784
Se 1.347 -2.082 4.443
Se 1.748 -4.388 1.848
Se 2.831 -2.617 0.955
Br -5.727 -0.619 2.427
C -4.558 0.484 1.441
C -5.018 1.631 0.819
C -4.104 2.382 0.098
C -2.789 1.945 0.038
N -2.348 0.849 0.645
C -3.220 0.132 1.339
H -6.055 1.924 0.895
H -4.405 3.286 -0.411
H -2.056 2.501 -0.539
H -2.849 -0.755 1.836
C -1.473 1.697 4.672
C -1.313 0.197 4.522
C -2.606 -0.557 4.784
O -0.861 -0.011 3.178
H -1.826 1.937 5.674
H -2.195 2.081 3.949
H -0.521 2.204 4.510
H -0.543 -0.160 5.216
H -3.396 -0.210 4.116
H -2.933 -0.408 5.813
H -2.467 -1.629 4.633
Cl 4.017 1.905 4.500
C 2.750 1.918 3.328
C 2.098 3.090 2.993
C 1.073 3.035 2.058
C 0.758 1.824 1.481
N 1.428 0.707 1.797
C 2.397 0.726 2.715
H 2.379 4.021 3.465
H 0.520 3.921 1.779
H -0.054 1.705 0.773
H 2.855 -0.219 2.981
```

Record 3
The following is a DFT calculation (wB97M-V/def2-TZVPD) of C28H37BN7O4S3Ta as an isolated structure in a non-equilibrium geometry.

The value obtained for the LUMO energy (alpha / beta) is -7.9 / -8.5 eV. As for the net charge: +2. As for the HOMO-LUMO gap (alpha / beta): 4.0795 / 2.9890 eV.

XYZ file:
```
81
C28H37BN7O4S3Ta, DFT wB97M-V/def2-TZVPD
Ta -2.422 0.246 0.249
O -5.990 1.892 -0.583
C -4.978 1.589 -0.033
O -4.120 0.652 -0.426
C -4.440 2.271 1.222
C -4.971 3.316 1.971
C -4.231 3.778 3.060
C -3.005 3.198 3.388
C -2.554 2.157 2.591
N -3.264 1.747 1.545
C -1.267 1.361 2.676
O -0.358 1.600 3.418
O -1.279 0.418 1.752
H -5.922 3.749 1.708
H -4.603 4.594 3.663
H -2.406 3.547 4.215
C -0.560 1.512 -6.081
C -1.046 1.705 -4.646
C -1.343 3.183 -4.408
C -2.271 0.812 -4.420
N 0.003 1.252 -3.700
C 1.207 0.731 -4.067
C 1.822 0.269 -2.947
N 1.008 0.519 -1.885
B 1.120 -0.091 -0.478
N 1.079 -1.643 -0.584
C 2.099 -2.515 -0.344
C 1.572 -3.760 -0.207
N 0.222 -3.665 -0.377
C -0.057 -2.367 -0.604
S -1.599 -1.724 -1.096
C -0.737 -4.782 -0.183
C 0.022 -6.086 0.065
C -1.582 -4.444 1.048
C -1.599 -4.943 -1.435
N 2.290 0.393 0.366
C 3.171 1.410 0.135
C 3.752 1.730 1.317
N 3.245 0.914 2.289
C 2.340 0.106 1.697
S 1.363 -1.097 2.362
C 3.565 1.125 3.719
C 5.086 1.255 3.853
C 3.094 -0.038 4.581
C 2.838 2.408 4.148
C -0.096 1.133 -2.360
S -1.322 1.881 -1.371
H -1.357 1.811 -6.755
H -0.337 0.468 -6.290
H 0.302 2.134 -6.310
H -2.054 3.530 -5.151
H -0.440 3.781 -4.506
H -1.766 3.349 -3.423
H -3.028 1.037 -5.164
H -2.710 0.962 -3.436
H -1.999 -0.237 -4.527
H 1.551 0.732 -5.079
H 2.771 -0.212 -2.824
H 0.143 0.225 0.104
H 3.118 -2.197 -0.258
H 2.071 -4.682 0.003
H 0.574 -6.069 1.000
H 0.695 -6.316 -0.756
H -0.701 -6.894 0.129
H -0.947 -4.294 1.918
H -2.259 -5.267 1.257
H -2.179 -3.546 0.890
H -0.968 -5.090 -2.307
H -2.239 -4.084 -1.607
H -2.234 -5.817 -1.323
H 3.323 1.839 -0.834
H 4.482 2.480 1.528
H 5.591 0.408 3.390
H 5.351 1.271 4.906
H 5.466 2.170 3.408
H 3.521 -0.979 4.243
H 2.011 -0.110 4.582
H 3.407 0.125 5.608
H 3.069 3.235 3.480
H 3.137 2.694 5.152
H 1.763 2.246 4.150
```

Record 4
The following is a DFT calculation (wB97M-V/def2-TZVPD) of a 9-piece molecular cluster, C28H37Cl8F3N2O2 overall in a non-equilibrium geometry.

Its SMILES is Fc1ccccc1.Fc1ccccc1.Fc1ccccc1.CNC(C)=O.CNC(C)=O.ClCCl.ClCCl.ClCCl.ClCCl. The value obtained for the LUMO energy is 0.4 eV. As for the net charge: 0. As for the HOMO-LUMO gap: 9.5919 eV.

XYZ file:
```
80
C28H37Cl8F3N2O2, DFT wB97M-V/def2-TZVPD
C -0.507 21.817 -9.620
C -0.943 23.270 -9.581
O -1.370 23.747 -8.540
N -0.836 23.984 -10.724
C -1.056 25.422 -10.751
H 0.455 21.734 -9.116
H -0.386 21.508 -10.662
H -1.240 21.194 -9.118
H -0.493 23.561 -11.565
H -2.055 25.655 -10.393
H -0.908 25.794 -11.764
H -0.286 25.930 -10.166
C -9.195 21.795 -10.508
C -10.601 22.031 -10.998
O -11.079 23.161 -11.047
N -11.275 20.990 -11.571
C -12.366 21.174 -12.486
H -8.901 20.785 -10.807
H -9.234 21.884 -9.424
H -8.478 22.460 -10.974
H -10.772 20.126 -11.686
H -12.465 22.205 -12.836
H -13.360 20.973 -12.083
H -12.195 20.621 -13.411
C -4.348 22.169 -10.462
Cl -3.978 23.279 -11.811
Cl -5.772 21.188 -10.860
H -3.518 21.481 -10.358
H -4.539 22.740 -9.564
C -6.952 25.940 -8.406
Cl -7.063 27.547 -9.157
Cl -6.439 24.632 -9.478
H -6.196 25.985 -7.634
H -7.965 25.717 -8.099
C -4.867 22.632 -15.364
Cl -4.058 21.076 -15.623
Cl -4.053 23.898 -16.354
H -5.864 22.502 -15.768
H -4.881 22.993 -14.344
C -2.837 22.907 -5.799
Cl -3.645 24.368 -5.328
Cl -3.796 22.016 -7.035
H -1.850 23.130 -6.184
H -2.833 22.222 -4.960
F -8.773 20.030 -4.916
C -8.493 19.415 -6.084
C -7.905 20.167 -7.093
C -7.494 19.492 -8.239
C -7.735 18.131 -8.416
C -8.412 17.438 -7.420
C -8.733 18.070 -6.228
H -7.706 21.224 -6.985
H -7.060 19.995 -9.095
H -7.436 17.623 -9.323
H -8.644 16.380 -7.452
H -9.199 17.470 -5.457
F -1.528 29.459 -12.978
C -2.445 28.492 -12.785
C -2.517 27.446 -13.679
C -3.498 26.458 -13.497
C -4.383 26.579 -12.446
C -4.374 27.702 -11.632
C -3.411 28.682 -11.796
H -1.823 27.371 -14.506
H -3.581 25.625 -14.181
H -5.214 25.889 -12.357
H -5.180 27.796 -10.917
H -3.416 29.587 -11.203
F -3.407 19.051 -10.666
C -3.316 18.545 -11.912
C -4.134 17.477 -12.221
C -4.115 16.985 -13.530
C -3.156 17.439 -14.406
C -2.267 18.474 -14.043
C -2.426 19.105 -12.833
H -4.886 17.112 -11.536
H -4.699 16.141 -13.875
H -3.086 17.001 -15.393
H -1.647 18.792 -14.871
H -1.879 20.014 -12.618
```

Record 5
The following is a DFT calculation (wB97M-V/def2-TZVPD) of C28H37ClN4P2W as an isolated structure in a non-equilibrium geometry.

The value obtained for the LUMO energy (alpha / beta) is -9.0 / -8.9 eV. As for the net charge: +2. As for the HOMO-LUMO gap (alpha / beta): 4.5933 / 4.6607 eV. The spin multiplicity is 3.

XYZ file:
```
73
C28H37ClN4P2W, DFT wB97M-V/def2-TZVPD
W -0.393 -1.253 0.794
C -0.019 1.141 4.289
C -0.857 1.061 3.230
C -0.828 2.021 2.086
C 0.371 2.227 1.148
C 1.772 1.991 1.600
C 2.301 2.521 2.669
C 1.490 3.227 3.710
C 0.614 2.428 4.682
C 1.105 -1.913 2.246
H 0.202 0.303 4.880
H -1.737 0.445 3.254
H -1.069 2.975 2.559
H -1.706 1.730 1.512
H 0.123 1.699 0.211
H 0.234 3.285 0.861
H 2.264 1.169 1.058
H 3.416 2.613 2.774
H 0.798 3.880 3.183
H 2.224 3.828 4.268
H 1.138 2.304 5.646
H -0.257 3.109 4.812
H 0.846 -1.649 3.298
H 2.203 -1.797 2.081
H 0.800 -2.947 2.047
P 1.586 -1.193 -0.297
P -2.315 -0.363 -0.261
N 2.992 -0.157 -0.689
N 1.994 -2.505 -1.369
N -2.227 1.162 -1.274
N -3.870 -0.914 -1.292
C 0.255 -0.447 -1.344
C -1.069 -1.324 -1.331
C 4.216 -0.115 -0.002
C 5.083 0.733 -0.677
C 4.400 1.214 -1.831
C 3.140 0.626 -1.836
C 2.440 -3.757 -0.961
C 3.007 -4.371 -2.075
C 2.847 -3.471 -3.191
C 2.249 -2.313 -2.711
C -2.240 2.520 -0.884
C -2.209 3.327 -2.007
C -2.244 2.463 -3.142
C -2.230 1.157 -2.667
C -4.769 -0.136 -2.032
C -5.741 -0.942 -2.608
C -5.422 -2.297 -2.250
C -4.253 -2.240 -1.503
H 0.654 -0.451 -2.358
H 0.037 0.585 -1.099
H -1.496 -1.497 -2.325
H -0.901 -2.384 -0.873
H 4.354 -0.698 0.893
H 6.088 0.995 -0.386
H 4.750 1.922 -2.578
H 2.342 0.652 -2.558
H 2.264 -4.097 0.045
H 3.489 -5.324 -2.100
H 3.104 -3.603 -4.233
H 1.945 -1.415 -3.217
H -2.295 2.800 0.170
H -2.140 4.407 -2.020
H -2.295 2.728 -4.202
H -2.196 0.212 -3.200
H -4.662 0.919 -2.145
H -6.572 -0.606 -3.208
H -5.994 -3.176 -2.505
H -3.658 -3.040 -1.122
Cl -1.916 -1.790 3.488
C -1.709 -2.478 1.830
H -1.204 -3.459 1.788
H -2.641 -2.257 1.250
```

Record 6
The following is a DFT calculation (wB97M-V/def2-TZVPD) of C28H37N4O4P2PdSSe as an isolated structure.

The value obtained for the LUMO energy (alpha / beta) is 2.5 / 1.4 eV. As for the net charge: -1. As for the HOMO-LUMO gap (alpha / beta): 5.3339 / 6.9909 eV. The spin multiplicity is 5.

XYZ file:
```
78
C28H37N4O4P2PdSSe, DFT wB97M-V/def2-TZVPD
Pd -2.195 1.823 0.241
C -3.346 -0.904 2.187
P -1.938 -0.249 1.215
C -1.837 -1.473 -0.119
N -1.676 -2.761 0.246
C -1.619 -3.657 -0.791
C -1.423 -5.019 -0.521
C -1.354 -5.948 -1.544
C -1.481 -5.536 -2.870
C -1.681 -4.199 -3.162
C -1.756 -3.238 -2.145
N -1.975 -1.923 -2.474
C -1.990 -1.067 -1.438
P -2.456 0.663 -1.744
C -4.172 0.436 -2.350
C -1.566 1.260 -3.279
C -0.061 1.191 -3.017
C -1.995 2.709 -3.537
C -1.854 0.427 -4.530
C -0.404 -0.610 2.284
C -0.602 -1.839 3.167
C -1.023 1.010 3.965
C 0.799 -0.872 1.376
H -3.242 -1.982 2.309
H -4.250 -0.693 1.615
H -3.428 -0.414 3.157
H -1.325 -5.316 0.516
H -1.198 -6.994 -1.313
H -1.422 -6.261 -3.672
H -1.785 -3.857 -4.185
H -4.190 -0.361 -3.095
H -4.563 1.362 -2.769
H -4.798 0.148 -1.505
H -0.070 2.662 -1.680
H 0.459 1.641 -3.875
H 0.244 0.143 -2.949
H -1.772 3.375 -2.705
H -3.068 2.776 -3.728
H -1.480 3.075 -4.431
H -1.658 -0.629 -4.358
H -1.221 0.792 -5.346
H -2.892 0.545 -4.847
H -1.429 -1.726 3.866
H 0.313 -2.014 3.740
H -0.806 -2.698 2.528
H -1.258 0.269 4.736
H -1.939 1.318 3.453
H -0.597 1.894 4.437
H 0.598 -1.778 0.790
H 1.645 -1.094 2.042
H 0.440 0.632 -0.021
C 6.368 0.709 3.474
C 5.266 1.463 2.779
C 5.549 2.412 1.803
C 4.532 3.105 1.162
C 3.211 2.843 1.497
C 2.903 1.902 2.479
C 3.931 1.225 3.108
S 1.884 3.658 0.674
O 2.490 4.793 -0.087
O -0.054 0.537 3.053
N 1.189 0.258 0.554
C 2.339 0.005 -0.248
C 2.238 -1.146 -1.289
O 3.117 -1.507 -1.984
O 0.381 1.813 -1.820
H 7.336 0.925 3.024
H 6.200 -0.368 3.422
H 6.418 0.981 4.531
H 6.581 2.608 1.535
H 4.746 3.844 0.400
H 1.870 1.682 2.718
H 3.693 0.488 3.868
H 3.201 -0.246 0.381
H 2.575 0.886 -0.852
Se -2.645 3.892 2.051
N -1.241 4.082 -0.571
C -1.781 4.118 0.467
```

Record order is preserved below.
E: -60694.44727, -390089.63162, -82983.15295, -145043.67329, -68493.97264, -142026.17519 eV